DFT (ωB97M-V with the def2-TZVPD basis set) results for a 2-piece molecular cluster, BH5N2O3 overall.

Results
- Orbital gap (alpha / beta): 7.6543 / 7.6556 eV
- 2S+1: 1
- Energy above the lowest of the compared OMol25 structures with the same formula, charge and spin: 3.274 eV
- E_HOMO (alpha / beta): -7.78 / -7.79 eV
- Total energy: -9875.74959 eV
- E_LUMO (alpha / beta): -0.0048 / -0.0048 Eh

Cartesian coordinates (Å):
B  0.97407  0.53126  0.62522
N  -1.19280  1.20545  -0.42721
N  -0.19501  -1.26028  -0.36336
O  2.21557  0.57612  1.15925
O  0.15602  1.39516  0.07097
O  -1.10943  -2.41984  -0.04966
H  -1.85923  -1.82963  -0.08204
H  -1.21370  1.94582  -1.14406
H  0.64467  -1.72183  -0.64608
H  -1.00441  0.28252  -0.74547
H  2.58424  1.29525  1.60245

Force components x, y, z for each atom (eV/Å):
-1.1654 -1.5989 -0.5702
0.5780 1.8227 0.9878
0.8058 0.4930 0.4925
-2.1325 -2.5899 -1.5953
0.9849 1.3933 0.7756
1.5753 2.1622 0.3233
-1.0401 -0.5731 0.1972
-0.0641 -0.8605 0.1331
0.4712 -0.5933 -0.3361
-0.6470 -1.7080 -1.3947
0.6339 2.0525 0.9866

DFT (ωB97M-V with the def2-TZVPD basis set) results for C34H22BrF7IMnN2O8PS as an isolated structure.

Results
- Orbital gap (alpha / beta): 5.5213 / 5.7378 eV
- 2S+1: 6
- Charge: -2
- Energy above the lowest of the compared OMol25 structures with the same formula, charge and spin: 0.674 eV
- E_HOMO (alpha / beta): -2.00 / -2.22 eV
- Total energy: -203590.59327 eV
- E_LUMO (alpha / beta): 0.1293 / 0.1293 Eh

Cartesian coordinates (Å):
Mn  0.34614  0.63878  -0.24455
C  -4.08970  1.06515  1.37119
C  -3.00765  1.87088  2.03056
N  -3.35886  2.69483  3.01582
C  -2.39647  3.39195  3.61345
C  -1.04976  3.30141  3.28346
C  -0.06078  4.13352  4.06679
O  0.49457  3.47116  5.18895
C  -0.67617  2.44152  2.25266
C  0.77062  2.27311  1.83875
N  0.92064  2.53047  0.44938
C  1.89830  3.30033  -0.05202
C  2.82629  4.08313  0.68473
C  3.79257  4.84911  0.07298
C  3.90960  4.91698  -1.31444
C  3.00861  4.18669  -2.07603
C  2.03767  3.42453  -1.45881
I  0.66072  2.38745  -2.65733
C  -1.68338  1.71510  1.58158
O  -1.45314  0.89921  0.56921
H  -4.99552  1.11714  1.97498
H  -3.77655  0.02635  1.24957
H  -4.31299  1.44394  0.36840
H  -2.70450  4.05980  4.41387
H  -0.58216  5.01113  4.45880
H  0.72963  4.50935  3.40738
H  0.91855  2.64716  4.88080
H  1.44987  2.82640  2.48102
H  2.79618  4.04620  1.76511
H  4.48524  5.40406  0.69647
H  4.68360  5.50638  -1.78762
H  3.06162  4.20950  -3.15756
F  -5.28907  -2.88437  -5.06518
C  -4.30385  -2.58688  -4.21872
C  -3.56275  -3.59840  -3.64620
F  -3.83641  -4.87087  -3.93586
C  -2.54406  -3.27766  -2.76250
F  -1.90569  -4.30841  -2.21506
C  -2.22309  -1.96702  -2.45006
P  -0.76830  -1.53652  -1.36104
C  -1.20773  -2.33518  0.20651
C  -0.23807  -2.35003  1.20652
C  -0.55907  -2.79141  2.48085
C  -1.84670  -3.22122  2.76199
C  -2.81818  -3.19867  1.77048
C  -2.50237  -2.75202  0.49728
C  0.48171  -2.61935  -2.14253
C  0.92316  -3.83505  -1.63877
C  1.87696  -4.56832  -2.32917
C  2.38687  -4.09654  -3.53031
C  1.96471  -2.87244  -4.02831
C  1.03105  -2.12840  -3.32487
C  -3.00612  -0.95810  -3.02110
Br  -2.74890  0.85561  -2.62166
C  -4.03023  -1.26998  -3.90328
F  -4.78164  -0.32411  -4.46803
H  0.76473  -1.96859  1.02834
H  0.19339  -2.73035  3.25232
H  -2.10270  -3.53403  3.76604
H  -3.83429  -3.50209  1.99236
H  -3.28232  -2.70540  -0.25501
H  0.51982  -4.21183  -0.70691
H  2.22427  -5.51018  -1.92326
H  3.13880  -4.66733  -4.06131
H  2.39243  -2.47514  -4.94008
H  0.74869  -1.14264  -3.68120
F  4.93484  -0.34329  -2.32077
C  4.40536  -0.91442  -1.20868
F  5.43888  -1.21743  -0.40137
F  3.86958  -2.08577  -1.60106
C  3.39037  0.06141  -0.53136
O  3.88211  0.94102  0.14149
O  2.18305  -0.20277  -0.82848
O  -0.17265  -0.06455  3.89643
S  1.19532  0.21595  3.52207
O  1.80838  1.27521  4.31519
O  1.14936  0.85082  2.00274
O  2.01756  -0.95597  3.31399

Force components x, y, z for each atom (eV/Å):
0.5276 0.2099 0.2401
-0.0375 0.0082 -0.0359
-0.1937 0.0741 0.1044
0.0660 -0.0904 -0.0591
0.0538 0.0346 -0.0051
-0.0366 0.0194 -0.0215
-0.0029 -0.0360 0.1286
-0.1690 0.3252 0.0015
-0.0938 0.1106 0.0521
-0.0512 -0.0302 0.1014
0.0155 -0.0188 -0.1754
-0.0122 0.1287 0.0400
-0.0199 -0.0613 0.0396
0.0269 0.0320 -0.0275
-0.0192 -0.0358 0.0365
0.0078 0.0198 -0.0351
0.0346 0.0454 0.0600
0.0394 0.1517 -0.2031
0.2353 -0.0558 -0.0935
-0.0920 -0.1251 0.1010
0.0027 0.0076 0.0017
0.0147 -0.0119 0.0216
0.0257 -0.0074 -0.0134
-0.0079 0.0027 0.0022
-0.0174 -0.0107 0.0002
0.0252 0.0294 -0.0460
0.0736 -0.1783 0.0289
-0.0567 0.0316 0.0525
0.0159 -0.0036 0.0052
0.0030 -0.0011 0.0050
-0.0016 0.0125 -0.0107
-0.0042 -0.0013 -0.0014
-0.1483 -0.0418 -0.1356
0.0437 0.0256 0.0279
0.1371 0.1764 0.1401
-0.0589 -0.1422 -0.0419
-0.2221 -0.0612 -0.2171
0.1449 -0.0675 0.0825
0.2168 0.3577 0.2789
-0.1322 -0.4637 -0.2465
-0.1144 -0.0360 -0.0716
0.0131 0.0796 0.0707
0.0303 0.0134 0.0028
-0.0355 0.0069 -0.0502
0.0147 -0.0072 0.0611
-0.0533 -0.0406 0.0172
0.0072 0.0918 -0.0540
-0.0197 -0.0355 0.0342
-0.0087 0.0177 -0.0311
0.0176 -0.0206 0.0156
-0.0039 0.0312 0.0350
0.0508 -0.0273 -0.0374
-0.1345 -0.0984 -0.1557
0.0393 0.0484 0.0289
0.1665 -0.0812 0.1677
-0.0833 0.0822 -0.0598
0.0033 -0.0333 -0.0200
0.0485 0.0060 0.0363
-0.0031 -0.0024 0.0115
0.0008 -0.0093 0.0117
0.0508 0.0021 0.0348
-0.0035 0.0166 -0.0097
0.0078 -0.0043 -0.0005
-0.0027 -0.0055 -0.0036
0.0009 -0.0087 -0.0072
-0.0218 -0.0112 0.0045
-0.0244 -0.0375 0.0292
0.0371 -0.0883 0.0146
-0.0608 0.0475 -0.0829
0.0410 0.0747 0.0416
0.0654 -0.0444 0.0855
-0.0257 0.0236 -0.0602
-0.3574 -0.1754 -0.0229
0.0379 0.0031 -0.0497
-0.0815 -0.1807 -0.1730
0.1913 -0.0614 -0.0180
-0.0806 0.0469 -0.0061
-0.0421 0.0588 0.0274

DFT (ωB97M-V with the def2-TZVPD basis set) results for H9O6Tl as an isolated structure.

Results
- Orbital gap: 7.4616 eV
- 2S+1: 1
- E_HOMO: -8.04 eV
- Total energy: -17120.25272 eV
- E_LUMO: -0.0211 Eh

Cartesian coordinates (Å):
Tl  20.16400  -16.36300  10.46200
O  18.91800  -14.71800  10.88600
H  19.28600  -14.41000  11.82400
O  21.75100  -15.75100  11.54400
H  21.82800  -15.72300  12.53200
O  18.50400  -17.23700  9.58400
H  18.28700  -18.18200  9.77200
O  19.33200  -17.35400  12.22400
H  19.71500  -17.37000  13.11700
H  18.39500  -17.29600  12.46600
O  20.94600  -15.44100  8.69700
H  21.70600  -15.96600  8.43400
H  21.22000  -14.54400  8.53600
O  21.32800  -18.08500  9.68300
H  21.54400  -18.94600  10.11400
H  21.86100  -18.12800  8.83000

Force components x, y, z for each atom (eV/Å):
-3.0302 1.3169 0.9324
0.8866 1.7251 3.3107
-1.1887 -0.7135 -3.1155
2.1293 0.3277 2.1305
-0.3968 -0.1304 -1.5980
-0.7467 -1.6666 -0.3947
0.5604 1.1836 -0.2377
-1.1149 -1.5899 3.5590
0.4930 0.0245 -0.3670
-0.1991 0.1872 -0.8889
1.1784 0.2467 -2.4398
0.2124 0.0641 -0.2306
-0.1220 0.8944 0.1974
2.7122 -2.8216 -2.1387
-0.3196 0.9565 -0.2091
-1.0543 -0.0046 1.4900

DFT (ωB97M-V with the def2-TZVPD basis set) results for an isolated ion of composition C3H3O3S and charge -1.

Results
- Orbital gap (alpha / beta): 6.8894 / 6.8880 eV
- 2S+1: 1
- Charge: -1
- Energy above the lowest of the compared OMol25 structures with the same formula, charge and spin: 5.719 eV
- E_HOMO (alpha / beta): -3.58 / -3.58 eV
- Total energy: -20132.75353 eV
- E_LUMO (alpha / beta): 0.1217 / 0.1217 Eh

Cartesian coordinates (Å):
C  -0.62564  -1.10349  0.54921
C  1.38213  -0.27239  -0.81020
C  -0.14304  -0.02666  -0.31276
O  2.19902  0.12988  -0.02345
O  4.67456  1.15878  0.43352
O  4.43165  -1.28971  0.31753
S  4.21087  -0.00693  -0.35903
H  -0.17652  -0.97123  1.49260
H  -0.84623  0.15989  -1.17650
H  -0.07430  0.95993  0.20322

Force components x, y, z for each atom (eV/Å):
-0.5273 0.3207 -1.9378
-0.1783 -0.7080 -2.2428
-2.4342 0.7051 0.5794
0.1326 0.7249 1.9821
-0.8436 -1.3664 -1.0928
-0.2388 0.9347 -0.6145
1.6047 0.2331 1.3675
1.0020 0.2362 1.5886
1.1890 -0.5723 0.3311
0.2939 -0.5080 0.0393

| no. | largest force on an atom (eV/Å) |
| --- | --- |
| 1 | 3.7 |
| 2 | 0.6 |
| 3 | 4.5 |
| 4 | 2.6 |